[1]
A 3-piece molecular cluster, C4H15N3O overall in a non-equilibrium geometry. Source: the OMol25 dataset; level of theory: ωB97M-V with the def2-TZVPD basis set.

## Properties
LUMO = 0.9 eV
E_tot = -400.76711 a.u.
energy above the lowest of the compared OMol25 structures with the same formula, charge and spin = 4.111 eV

```
! RIJCOSX wB97M-V def2-TZVPD def2/J DEFGRID3
* xyz 0 1
C -0.642 1.607 0.056
C 1.032 0.260 0.368
C -0.528 1.903 -1.427
C 1.845 -0.712 -0.490
N 0.764 -0.292 1.704
O -1.738 1.152 0.524
H -1.885 -0.328 0.010
H -0.097 2.319 0.691
H 1.633 1.174 0.429
H 0.307 0.395 2.295
H 1.586 -0.624 2.205
H 0.501 2.111 -1.718
H -0.912 1.075 -2.027
H -1.140 2.782 -1.655
H 1.369 -1.695 -0.573
H 1.972 -0.312 -1.499
H 2.844 -0.886 -0.068
N -1.283 -1.191 -0.321
N -1.173 -2.275 0.633
H -0.565 -1.888 1.365
H -2.094 -2.416 1.039
H -1.463 -1.562 -1.248
H -0.334 -0.595 -0.295
*
```

[2]
An isolated molecule of C10H9NS2 in a non-equilibrium geometry. Source: the OMol25 dataset; level of theory: ωB97M-V with the def2-TZVPD basis set.

## Properties
LUMO (spin up / spin down) = -0.9 / -0.9 eV
E_tot = -1237.47456 a.u.
energy above the lowest of the compared OMol25 structures with the same formula, charge and spin = 2.866 eV

```
! RIJCOSX wB97M-V def2-TZVPD def2/J DEFGRID3
* xyz 0 1
C 2.345 -0.098 -1.580
C 1.343 -1.086 -1.793
C 2.441 0.530 -0.389
C 0.444 -1.357 -0.812
C 1.503 0.314 0.615
C -1.887 0.669 0.355
C -2.839 1.031 -0.527
C 0.519 -0.653 0.371
C -2.823 -1.496 0.873
C -0.510 -0.896 1.490
N -1.910 -0.607 0.940
S -3.354 -2.956 1.036
S -4.221 0.121 -0.842
H 3.110 0.118 -2.391
H 1.287 -1.601 -2.794
H 3.230 1.192 -0.052
H -0.278 -2.210 -0.922
H 1.562 0.629 1.684
H -1.246 1.424 0.922
H -2.779 2.075 -0.905
H -0.382 -1.901 1.923
H -0.262 -0.285 2.335
*
```

[3]
An isolated ion of composition C5H11N and charge +1 in a non-equilibrium geometry. Source: the OMol25 dataset; level of theory: ωB97M-V with the def2-TZVPD basis set.

## Properties
LUMO (spin up / spin down) = -3.5 / -6.8 eV
<S²> = 0.757
E_tot = -251.57590 a.u.
energy above the lowest of the compared OMol25 structures with the same formula, charge and spin = 0.304 eV

```
! RIJCOSX wB97M-V def2-TZVPD def2/J DEFGRID3
* xyz 1 2
C 1.701 -1.636 0.739
C 0.708 -1.230 -0.341
C 0.001 0.071 -0.051
C -1.287 0.201 -0.580
N -2.030 1.306 -0.477
C 0.696 1.218 0.570
H 1.898 -2.707 0.707
H 1.298 -1.332 1.706
H 2.705 -1.216 0.682
H -0.026 -1.997 -0.584
H 1.244 -1.075 -1.289
H -1.735 -0.613 -1.136
H -1.611 2.206 -0.267
H -2.787 1.340 -1.147
H 0.867 2.038 -0.128
H 0.158 1.703 1.392
H 1.630 0.890 1.012
*
```